A 21-piece molecular cluster, C21H84O21 overall in a non-equilibrium geometry, computed with the ωB97M-V functional and the def2-TZVPD basis.

M ... 672.88 Da
Energy above the lowest of the compared OMol25 structures with the same formula, charge and spin ... 4.24 kcal/mol
Lowest unoccupied orbital energy ... 0.3 eV
HOMO-LUMO gap ... 9.98 eV

ORCA input file:
```
! wB97M-V def2-TZVPD RIJCOSX def2/J DEFGRID3
* xyz 0 1
O 14.35881 10.06280 11.30312
O 13.03019 10.64444 19.22187
O 16.69746 13.08428 8.29787
O 9.86421 11.65597 12.73083
O 12.53459 10.19997 15.78322
O 15.00388 17.35572 14.75051
O 12.25291 17.03854 13.67571
O 13.82288 13.13904 8.38488
O 11.63501 9.94463 11.29003
O 8.11660 14.56043 13.42962
O 15.30882 16.06310 17.08936
O 16.82560 13.08008 12.96254
O 18.19609 17.22934 11.04840
O 14.42089 10.49902 14.06416
O 15.76771 16.62013 9.89076
O 10.94536 12.74345 16.20735
O 10.92727 15.27095 17.25248
O 15.32444 13.52226 16.29989
O 13.79613 13.14307 14.08725
O 14.08219 19.68888 13.25544
O 12.83955 17.90420 10.68806
C 15.87427 16.76148 13.79258
C 15.66611 16.40344 18.44634
C 17.99858 13.91363 13.08929
C 11.54718 8.62347 10.82723
C 8.70899 10.83818 12.82297
C 13.95949 21.04244 13.64798
C 9.61714 12.68263 15.67054
C 11.36509 9.65232 15.14372
C 9.32935 15.23604 13.18583
C 15.12666 10.97293 10.46919
C 19.40052 17.69466 10.44211
C 14.87635 12.75345 17.38261
C 12.22519 15.60956 16.73051
C 15.69097 10.31328 14.69977
C 12.76473 13.55501 13.17276
C 15.76092 17.13561 8.64242
C 11.49571 17.97902 14.38645
C 17.46635 13.87681 9.23145
C 12.82604 13.97505 9.05131
C 14.09229 9.66946 19.24295
C 11.48122 17.45731 10.79390
H 16.38764 9.72141 14.06629
H 7.62389 15.00180 14.09126
H 14.79555 12.01481 10.58661
H 8.86285 9.77926 12.53420
H 15.50563 15.07095 16.93282
H 14.29996 19.23723 14.07113
H 12.38996 16.68200 16.80123
H 9.94755 15.29097 14.10297
H 16.67006 16.09952 18.66396
H 12.61150 10.55700 18.34543
H 10.61008 10.41068 14.93204
H 16.16849 10.88964 10.77332
H 9.26943 16.27187 12.81524
H 11.00658 17.64018 9.81828
H 15.05626 16.64877 7.97459
H 11.45027 16.37605 10.98737
H 12.49746 8.08289 10.96095
H 19.27285 18.32712 9.56237
H 12.86026 14.63698 13.08297
H 10.41899 11.16384 12.07682
H 18.83198 13.23638 13.25172
H 17.61288 13.39466 10.22215
H 13.73128 10.28457 14.71061
H 16.83818 14.74234 9.35170
H 14.91585 10.12657 19.80304
H 7.98866 11.26247 12.12205
H 13.09050 18.29390 11.53222
H 12.60794 10.20711 11.26052
H 12.30724 11.07996 16.16416
H 12.19840 15.25080 15.67216
H 10.79806 8.03643 11.38748
H 11.31975 8.64358 9.77666
H 13.92616 12.17800 13.97751
H 11.97288 13.31942 9.28903
H 15.53104 17.06857 12.82064
H 14.95486 16.76778 10.39297
H 14.73240 13.46584 8.54053
H 13.40629 21.11774 14.59564
H 9.04384 13.55629 15.97935
H 17.85878 14.62429 13.88698
H 14.97001 10.61982 9.48243
H 15.50103 17.46357 18.60681
H 14.94696 21.48144 13.78100
H 8.26212 10.92009 13.80035
H 9.66675 12.67619 14.59518
H 16.08753 13.34660 13.52330
H 13.34860 21.64407 13.02190
H 18.23210 14.48914 12.16757
H 19.97220 16.82282 10.08287
H 10.44173 17.77867 14.20517
H 13.81245 12.52065 17.39874
H 12.42671 14.74700 8.35938
H 18.45789 14.14226 8.89064
H 15.69178 15.64775 13.87310
H 14.47219 10.37330 12.21601
H 13.18405 17.09951 13.98413
H 14.38808 9.52149 18.20861
H 10.84261 17.92545 11.54469
H 13.75709 8.79846 19.77924
H 11.65296 17.87460 15.43420
H 15.13424 16.94868 15.62852
H 11.80726 13.40136 13.70086
H 13.00340 15.01539 17.18872
H 10.86808 8.85959 15.72507
H 11.07472 15.32553 18.22018
H 16.76685 17.07689 8.20665
H 11.65811 9.22594 14.18875
H 12.76543 13.07811 12.21558
H 15.00898 13.36455 18.23386
H 16.91624 17.06715 13.94963
H 19.96413 18.22771 11.22094
H 11.71649 19.03859 14.11487
H 14.96049 15.88422 19.07971
H 14.67848 13.39839 15.54978
H 10.94563 13.53080 16.78627
H 9.75372 14.58203 12.39225
H 9.13884 11.77713 16.03889
H 17.52174 16.96849 10.38931
H 15.41470 11.77990 17.51427
H 15.50346 9.67042 15.59281
H 15.52929 18.23132 8.63745
H 13.22360 14.37202 9.98970
H 16.18866 11.21734 15.02966
H 17.04125 12.18531 8.30185
*
```

A 14-piece molecular cluster, C32H92N10O14 overall in a non-equilibrium geometry, computed with the ωB97M-V functional and the def2-TZVPD basis.

M ... 841.14 Da
Energy above the lowest of the compared OMol25 structures with the same formula, charge and spin ... 111.88 kcal/mol
Lowest unoccupied orbital energy ... -0.4 eV
HOMO-LUMO gap ... 8.88 eV

ORCA input file:
```
! wB97M-V def2-TZVPD RIJCOSX def2/J DEFGRID3
* xyz 0 1
O 13.46028 0.11844 12.87798
O 20.89117 -3.81668 11.92333
O 13.60454 -1.59240 3.83394
O 22.62376 2.69510 4.60050
O 22.06897 -1.15203 7.83448
O 14.56540 -1.08229 10.71568
O 17.00781 -4.34652 9.04758
O 19.00067 -1.13257 9.09510
O 19.33721 5.19847 10.80257
O 19.09420 -3.95173 4.54191
O 19.78482 -2.20094 13.84514
O 17.26788 2.60179 3.15736
O 22.50760 3.40854 13.99543
O 12.90693 3.72153 6.27367
N 16.66201 -4.76272 11.21859
N 20.47953 3.56589 12.99528
N 17.70722 -4.19691 6.22484
N 17.13331 -2.77214 10.65725
N 22.33280 3.44889 11.79642
N 19.13245 -2.56562 6.22467
N 23.76606 3.91979 5.85853
N 22.31205 2.81409 6.84992
N 20.32368 -3.96225 9.73012
N 22.20873 -3.09866 10.25886
C 13.02998 2.92424 7.38134
C 13.48318 -0.45883 8.91358
C 14.34680 2.03565 11.76947
C 12.86195 -2.58899 10.21719
C 21.78069 3.55116 13.01528
C 22.82609 3.10685 5.72931
C 23.33710 -0.63276 7.81014
C 18.69333 -3.59285 5.59672
C 23.56060 0.19654 9.05523
C 17.38810 5.21833 9.46256
C 24.32455 -1.76053 7.71275
C 19.59701 0.18336 13.61477
C 12.04176 3.41901 8.44659
C 20.39018 -1.06801 13.29462
C 14.00188 -1.65524 9.66549
C 17.35535 0.54983 8.68600
C 17.88879 2.35168 4.43186
C 21.11328 -3.64574 10.69007
C 15.92262 -1.16876 3.34732
C 17.90308 5.40107 10.89513
C 16.90225 -4.02578 10.21340
C 14.82923 -1.29230 4.39419
C 19.28476 1.03337 10.01582
C 18.80885 0.18820 8.80923
C 14.68408 -0.00302 5.17854
C 12.47219 2.10901 13.48782
C 13.77882 1.49335 13.02875
C 14.45373 2.82016 7.94913
C 17.30587 4.40614 11.92383
C 21.85391 -1.09157 13.84312
C 19.34613 2.72026 4.33175
C 17.15865 3.07857 5.56740
H 22.52102 3.42665 7.62530
H 19.93912 -1.32952 9.04885
H 15.07013 2.27307 7.23579
H 12.56733 1.99090 7.06048
H 19.64417 0.18164 14.70375
H 15.17340 -2.05694 5.09060
H 21.86929 -1.26801 6.90266
H 14.26073 0.73696 4.49933
H 16.70225 -5.76829 11.13309
H 15.89614 -0.39877 2.57629
H 20.56219 -1.06484 12.21828
H 15.67410 0.39259 5.40539
H 24.24847 -2.45228 8.55169
H 23.44150 -0.03026 6.90781
H 17.49348 4.11399 5.62976
H 19.45229 3.77884 4.09460
H 23.03479 -2.88446 10.79910
H 12.86270 -0.79893 8.08446
H 24.27270 4.07899 4.99942
H 20.81785 -3.91608 8.85048
H 16.08464 -2.14257 2.88521
H 11.61833 1.86343 12.85638
H 13.76715 -0.10678 11.99666
H 17.62009 -2.20179 9.98061
H 17.68081 6.40693 11.25143
H 12.19287 -2.88603 9.40960
H 19.47625 2.07842 9.77232
H 23.30148 3.17791 11.70514
H 13.14158 3.30015 5.44362
H 23.92303 4.43784 6.71123
H 17.77474 4.64500 12.87841
H 16.23375 4.55330 12.05427
H 25.34579 -1.40243 7.58258
H 15.29126 1.51326 11.61714
H 12.02549 2.75270 9.30907
H 23.42821 1.20948 8.67507
H 19.85773 -2.06021 5.73618
H 21.58151 3.43761 11.12149
H 14.28820 0.08633 8.42078
H 22.27615 -0.08933 13.77000
H 19.94986 2.46430 5.20243
H 12.91665 0.22991 9.54031
H 22.67822 -1.61471 13.35843
H 16.79723 0.53005 9.62206
H 14.63458 2.16916 8.80446
H 17.83634 2.09557 2.57240
H 19.67881 5.81572 10.15149
H 13.19321 -0.98477 3.21490
H 16.30100 5.29667 9.44960
H 16.47601 -4.38558 12.13688
H 12.17888 1.66280 14.43806
H 13.67276 1.75593 10.95983
H 20.18289 -2.97330 13.43700
H 20.11612 1.11606 13.39407
H 16.91536 -0.05270 7.89134
H 18.58887 0.11065 13.20678
H 17.29464 -3.85272 7.08007
H 19.29182 0.60864 7.92715
H 14.94507 3.76689 8.17362
H 18.65556 0.89258 10.89468
H 19.82788 2.19367 3.50791
H 12.22447 -2.07856 10.93913
H 14.74815 -2.11180 9.01531
H 11.10343 3.75342 8.00408
H 16.10259 3.05048 5.29901
H 17.93244 5.95144 8.86731
H 20.26050 0.57085 10.16443
H 17.58436 3.38077 11.68063
H 14.43001 1.65395 13.88798
H 17.35927 -5.01442 5.74450
H 17.40014 2.58439 6.50845
H 15.30008 -1.62463 11.01185
H 17.16385 -2.45377 11.61527
H 24.62984 0.18818 9.26678
H 12.46123 3.19875 13.46692
H 13.19535 -3.49283 10.72711
H 20.02289 3.84541 12.13885
H 18.60318 -2.06911 6.92715
H 14.63940 3.07050 11.59178
H 12.36440 4.34557 8.92146
H 17.58750 4.17317 9.22594
H 23.07355 -0.07670 9.99130
H 17.74427 1.27139 4.41825
H 14.01953 -0.24787 6.00710
H 21.85426 -1.35192 14.90158
H 19.53870 -4.54536 9.98287
H 24.13372 -2.29103 6.77988
H 22.15156 -2.59307 9.38639
H 16.84273 -1.01775 3.91186
H 20.11361 3.84407 13.89462
H 21.52173 2.18547 6.83156
H 17.24110 1.59573 8.40117
*
```

A 6-piece molecular cluster, C38H50F15N3O14S2 overall in a non-equilibrium geometry, computed with the ωB97M-V functional and the def2-TZVPD basis.

M ... 1121.93 Da
Lowest unoccupied orbital energy ... -0.3 eV
HOMO-LUMO gap ... 8.65 eV

ORCA input file:
```
! wB97M-V def2-TZVPD RIJCOSX def2/J DEFGRID3
* xyz 0 1
S 0.21059 -2.01527 0.71717
S -2.02892 -0.71049 4.24990
F 2.51830 8.85279 -4.90489
F 6.91643 -5.30480 -5.99362
F 4.44187 1.95282 -1.09461
F 2.51544 -4.32351 9.39129
F 0.48342 -4.86637 8.90632
F 0.66507 7.74629 -4.98609
F 6.30898 3.03917 -0.99919
F 5.24028 2.58349 0.81575
F 1.45929 8.39493 -3.08105
F -8.62622 1.54121 0.23452
F 0.97734 -2.80689 9.34927
F -8.51550 0.82412 2.26906
F 8.99316 -4.72902 -5.85002
F -9.87150 2.42514 1.76409
F 7.74173 -4.72612 -4.08517
O 0.85373 -2.38622 2.05094
O 1.93428 5.72430 -3.34437
O 7.36365 0.49474 -0.85147
O -11.42256 0.77975 0.24059
O -1.43671 -2.12825 0.95861
O 6.58367 -2.61766 -6.50638
O -0.13158 2.11092 0.66082
O 0.55459 -3.47754 6.56290
O 5.68645 -0.09120 0.54194
O 8.09183 -2.14707 -4.89328
O 2.80170 -3.59039 6.74999
O 3.59951 6.32294 -4.74663
O 0.76171 -3.03118 -0.27431
O -10.45819 -0.91563 1.37809
N -2.83449 0.69183 1.79417
N -1.07643 -0.60443 -2.18184
N -3.59146 -1.49354 0.34124
C -1.15092 -2.43218 -3.95532
C -9.37116 1.25226 1.32244
C 7.38258 -2.98058 -5.68061
C 1.80886 7.89315 -4.28416
C -12.49352 -0.09820 -0.14422
C -2.17923 -1.10656 0.17498
C -10.46121 0.23202 1.01074
C -13.45135 -0.33124 1.00875
C 5.58977 2.08221 -0.38626
C -1.77575 -1.50388 -1.36495
C -2.22370 -2.98457 -1.67693
C 7.48938 -1.32637 1.62349
C 2.57477 6.57915 -4.16705
C -2.58686 0.06509 2.87488
C 0.75707 -0.28638 0.36769
C 6.28356 -1.39010 0.70548
C -0.74533 -1.03216 -3.48764
C 3.75762 4.51867 -2.26512
C 6.34014 0.75917 -0.27364
C -4.55550 -0.90684 -0.59767
C 6.53036 -0.32692 -4.46102
C -6.00223 -0.92090 1.69262
C 0.69284 -3.19411 5.15852
C -0.33440 0.72909 1.01607
C -1.87133 0.37369 0.65536
C 1.24364 2.51983 0.65663
C 1.04330 2.89805 3.27601
C 7.84795 -0.74381 -5.08578
C -1.88288 -3.51850 -3.11722
C 7.75422 -4.43375 -5.40287
C -3.43935 2.39567 -0.20494
C -2.32277 1.54046 -0.40018
C 2.00493 2.38487 2.08153
C -5.77416 -0.21957 0.25252
C 1.04287 -4.44846 4.38120
C 1.70373 -3.65496 7.24313
C 1.42294 -3.91537 8.71973
C 2.54892 4.43572 -3.17786
H -12.09539 -1.03758 -0.53876
H -0.10123 0.67146 2.15069
H 2.87454 3.14112 2.03581
H -7.11415 -0.83910 1.98950
H 0.99844 -0.06257 -0.72509
H -4.07281 2.66592 -1.12152
H -13.02432 0.39407 -0.96265
H 4.17943 3.52691 -2.09011
H 8.66629 -0.21224 -4.59429
H 4.53859 5.15168 -2.69349
H -1.69170 1.73681 -1.34500
H 7.89272 -0.48958 -6.14876
H -5.80167 -2.05650 1.60390
H -4.16499 -0.19696 -1.39168
H -5.06899 -1.77700 -1.16841
H -14.29633 -0.94427 0.69136
H 7.21523 -0.88152 2.58352
H -12.95710 -0.83575 1.84230
H 6.38254 0.75040 -4.55262
H -5.69473 0.91692 0.29987
H 6.50526 -0.60249 -3.40345
H -2.17308 -4.55066 -3.48944
H 0.48283 2.03374 3.78714
H -6.73569 -0.44876 -0.35336
H 1.22955 3.66162 0.45377
H -3.72738 -2.48086 0.56671
H -3.69906 2.87180 0.79640
H 2.01227 -4.84979 4.68720
H -0.27367 -2.81373 4.81693
H 1.08113 -4.24153 3.31198
H -0.17642 -0.34998 -4.21378
H 1.87133 2.10067 -0.22434
H 1.75259 -0.14998 0.93970
H 1.79628 3.78524 -2.72462
H -0.88846 -2.72037 -5.03644
H 3.48160 4.96415 -1.30517
H 0.30343 -5.23204 4.56815
H 1.58230 3.57369 4.02458
H 7.89687 -2.32360 1.79567
H -2.76291 -3.65914 -0.93388
H 2.47350 1.36125 2.26226
H 5.68556 -0.82957 -4.93819
H 5.52092 -2.03214 1.15270
H 8.28032 -0.70223 1.20079
H -13.82511 0.62130 1.39306
H 6.53535 -1.82092 -0.26798
H -5.30520 -0.39858 2.42638
H 1.42557 -2.39802 4.99810
H 0.22148 3.55052 2.78640
H 2.80256 4.00420 -4.15066
*
```